{"formula": "C18H20N2O5", "method": "the ωB97M-V functional and the def2-TZVPD basis", "spin_multiplicity": 1, "smiles": "COc1cc2c(cc1OC)[C@H](COc1ccc([N+](=O)[O-])cc1)NCC2", "symbols": ["C", "O", "C", "C", "C", "C", "C", "C", "O", "C", "C", "C", "O", "C", "C", "C", "C", "N", "O", "O", "C", "C", "N", "C", "C", "H", "H", "H", "H", "H", "H", "H", "H", "H", "H", "H", "H", "H", "H", "H", "H", "H", "H", "H", "H"], "positions_angstrom": [[-6.4816, -1.4801, -0.4545], [-5.8898, -0.2026, -0.3848], [-4.5407, -0.0433, -0.2877], [-4.1323, 1.2848, -0.2690], [-2.8015, 1.6597, -0.1721], [-1.8388, 0.6642, -0.0974], [-2.2294, -0.6694, -0.1092], [-3.5587, -1.0506, -0.2012], [-3.9593, -2.3647, -0.2107], [-2.9803, -3.3692, -0.1255], [-0.3670, 0.9904, 0.0300], [0.1601, 0.5700, 1.4302], [1.0191, -0.5512, 1.3854], [2.2537, -0.4203, 0.8624], [2.7768, 0.7622, 0.3294], [4.0616, 0.7766, -0.1701], [4.8341, -0.3796, -0.1495], [6.1640, -0.3557, -0.6757], [6.5776, 0.6942, -1.1280], [6.8065, -1.3871, -0.6425], [4.3201, -1.5638, 0.3767], [3.0419, -1.5809, 0.8774], [-0.0425, 2.3924, -0.1957], [-1.0107, 3.2809, 0.4259], [-2.4102, 3.1120, -0.1687], [-6.2935, -2.0642, 0.4486], [-7.5509, -1.2901, -0.5478], [-6.1347, -2.0402, -1.3252], [-4.9038, 2.0364, -0.3315], [-1.4569, -1.4186, -0.0394], [-3.5293, -4.3096, -0.1493], [-2.2891, -3.3340, -0.9739], [-2.4141, -3.3055, 0.8093], [0.1883, 0.3998, -0.7091], [-0.6652, 0.2543, 2.0722], [0.6684, 1.4220, 1.8944], [2.1817, 1.6611, 0.2909], [4.4826, 1.6798, -0.5848], [4.9374, -2.4488, 0.3817], [2.6180, -2.4806, 1.2936], [-0.0261, 2.5796, -1.1942], [-1.0351, 3.0539, 1.4948], [-0.6587, 4.3074, 0.2989], [-3.1383, 3.6953, 0.3964], [-2.4151, 3.4863, -1.1983]], "forces_ev_per_a": [[-0.33, -0.38, -0.03], [0.27, 0.20, 0.04], [0.01, 0.23, 0.00], [-0.01, -0.36, 0.01], [0.07, -0.12, -0.03], [-0.06, 0.10, -0.11], [-0.10, -0.01, 0.00], [-0.04, -0.19, 0.01], [-0.18, 0.48, -0.02], [0.15, -0.16, 0.01], [0.15, -0.17, 0.26], [-0.26, 0.31, -0.05], [0.12, -0.40, 0.04], [0.46, -0.09, -0.13], [-0.37, -0.14, 0.20], [0.48, -0.26, -0.11], [-1.28, 0.07, 0.48], [0.62, 0.03, -0.26], [0.13, 0.15, -0.09], [0.15, -0.16, -0.01], [0.24, 0.16, -0.14], [-0.26, 0.22, 0.03], [0.13, 0.06, -0.35], [-0.24, 0.23, -0.19], [0.24, -0.01, 0.13], [-0.03, 0.04, -0.09], [0.07, -0.04, 0.00], [-0.05, 0.03, 0.07], [-0.14, 0.09, -0.01], [0.06, -0.18, 0.00], [0.10, 0.03, 0.01], [-0.01, 0.01, 0.04], [0.00, 0.01, -0.04], [-0.05, 0.07, 0.11], [0.14, 0.05, -0.06], [0.01, -0.05, -0.02], [-0.09, 0.09, 0.00], [0.00, 0.03, -0.01], [0.00, -0.03, 0.01], [-0.03, -0.11, 0.05], [0.02, -0.04, 0.06], [0.00, 0.10, 0.05], [-0.05, -0.04, 0.14], [-0.04, 0.05, -0.02], [0.00, 0.09, 0.04]]}

{"formula": "C5H8N2", "method": "the ωB97M-V functional and the def2-TZVPD basis", "spin_multiplicity": 1, "smiles": "C=C=NN=C(C)C", "symbols": ["C", "C", "N", "N", "C", "C", "C", "H", "H", "H", "H", "H", "H", "H", "H"], "positions_angstrom": [[-3.3866, -0.1723, -0.7326], [-2.6826, 0.2307, 0.2823], [-1.2956, -0.8014, 0.8398], [-0.2209, -0.4423, 0.5540], [0.9402, -0.0342, 0.2954], [1.4653, 1.2086, 0.9562], [1.8047, -0.8426, -0.6310], [-4.2362, 0.4555, -0.9695], [-3.2458, -1.0331, -1.3706], [0.8593, 2.0763, 0.6939], [2.4910, 1.3822, 0.6496], [1.4373, 1.0986, 2.0425], [2.3043, -1.6573, -0.1079], [1.2032, -1.2680, -1.4285], [2.5624, -0.2006, -1.0737]], "forces_ev_per_a": [[-0.13, -0.84, -0.87], [1.33, 0.41, 1.69], [-1.05, 0.52, -0.90], [-0.67, -0.37, 0.10], [0.66, 0.24, -0.17], [-0.32, 0.08, 0.25], [-0.14, -0.03, -0.07], [-0.02, 0.17, 0.03], [0.07, -0.17, 0.04], [0.07, 0.03, 0.01], [0.06, 0.03, -0.02], [0.05, 0.07, -0.01], [0.08, -0.03, 0.07], [0.00, -0.11, -0.11], [0.01, 0.00, -0.03]]}

Energy above the lowest of the compared OMol25 structures with the same formula, charge and spin readings, ordered: 5.1471, 5.8528 eV
E_tot readings, ordered: -32204.507, -8289.144 eV